Here is one molecule with the formula C3H6N2OS at a distorted geometry from the OMol25 dataset. Energies are from the ωB97M-V functional and the def2-TZVPD basis.

ΔE to the lowest compared entry with this formula, charge and spin in kJ/mol: 436.9
HOMO in eV: -9.12
Largest force on an atom in eV Å⁻¹: 7.109
Kohn-Sham gap in eV: 9.41
Structure (SMILES): [H]/N=C/N(C=O)SC

Geometry (Å):
H -1.9283 -1.5427 -2.5717
N -1.4885 -1.5145 -1.6952
C -0.3345 -0.8706 -1.3759
N 0.1034 -0.6227 -0.0580
C -0.0712 -1.6231 0.9765
O 0.1396 -1.0060 2.0992
S 1.3531 0.5848 0.3660
C 0.6368 2.1399 0.8705
H 0.3795 -0.3895 -2.0541
H -0.4269 -2.8149 0.6073
H 0.5427 2.2556 1.9603
H 1.3895 3.0964 0.5344
H -0.2953 2.3073 0.3406

Atomic partial charges in e from the natural (NBO) method, atoms 1 to 6:
1 H 0.37
2 N -0.72
3 C 0.29
4 N -0.63
5 C 0.50
6 O -0.58

Here is one molecule with the formula C3H6N2OS at a distorted geometry from the OMol25 dataset. Energies are from the ωB97M-V functional and the def2-TZVPD basis.

ΔE to the lowest compared entry with this formula, charge and spin in kJ/mol: 359.6
HOMO in eV: -8.88
Largest force on an atom in eV Å⁻¹: 1.912
Kohn-Sham gap in eV: 9.81
Structure (SMILES): ONC(=S)N1CC1

Geometry (Å):
O 3.0301 -0.4553 0.0735
N 1.7035 -0.7618 -0.1352
C 0.7353 0.1121 -0.0697
S 1.0714 1.7481 -0.0696
N -0.5263 -0.5038 0.0670
C -1.5784 0.2368 0.7220
C -1.6447 0.0237 -0.7304
H 2.9469 0.5389 0.1431
H 1.4340 -1.7280 -0.0087
H -2.1888 -0.4312 1.3686
H -1.2509 1.1532 1.1202
H -1.4363 0.8479 -1.3791
H -2.2959 -0.7806 -1.1015

Atomic partial charges in e from the natural (NBO) method, atoms 1 to 6:
1 O -0.52
2 N -0.25
3 C 0.25
4 S -0.29
5 N -0.48
6 C -0.24

Here is one molecule with the formula C3H6N2OS at a distorted geometry from the OMol25 dataset. Energies are from the ωB97M-V functional and the def2-TZVPD basis.

ΔE to the lowest compared entry with this formula, charge and spin in kJ/mol: 230.3
HOMO (spin up / spin down) in eV: -8.47 / -8.75
Spin multiplicity: 3
Largest force on an atom in eV Å⁻¹: 2.604
Kohn-Sham gap (spin up / spin down) in eV: 9.02 / 7.05

Geometry (Å):
C 1.3863 0.3481 -0.8648
C 1.6921 0.7739 0.4791
C -2.2483 0.0018 0.2614
N -0.2693 -1.2443 1.4409
N 0.0531 0.0476 -1.0335
O 2.1220 0.4784 -1.8114
S -0.8954 -0.9540 0.0464
H 1.1211 0.3957 1.3090
H 2.5347 1.5625 0.5633
H -3.0874 -0.4781 0.6265
H -2.6530 0.4699 -0.6484
H 0.6942 -1.4404 1.5266
H -0.4500 0.0391 -1.8951

Atomic partial charges in e from the natural (NBO) method, atoms 1 to 6:
1 C 0.54
2 C -0.32
3 C -0.66
4 N -1.13
5 N -0.83
6 O -0.55

Here is a 2-piece molecular cluster, C3H6N2P2 overall at a distorted geometry from the OMol25 dataset. Energies are from the ωB97M-V functional and the def2-TZVPD basis.

ΔE to the lowest compared entry with this formula, charge and spin in kJ/mol: 237.4
HOMO in eV: -8.89
Largest force on an atom in eV Å⁻¹: 4.030
Kohn-Sham gap in eV: 8.61

Geometry (Å):
C 1.3234 -1.3983 0.4774
C 1.0642 -0.1422 0.0158
C -0.3604 0.2843 -0.0256
N 0.4588 2.7125 0.5506
N -1.7846 2.5617 0.6141
P -0.5943 3.8332 0.1829
P -0.6396 1.5556 1.2702
H 2.3136 -1.9220 0.7155
H 0.4253 -1.9875 0.6877
H 1.7872 0.6272 -0.1899
H -0.8845 0.8062 -1.6566
H -0.9934 -0.5693 0.0740
H -2.6634 2.6571 1.1233

Atomic partial charges in e from the natural (NBO) method, atoms 1 to 6:
1 C -0.37
2 C -0.25
3 C -0.61
4 N -1.21
5 N -1.26
6 P 1.17

Here is one molecule with the formula C3H6N2S at a distorted geometry from the OMol25 dataset. Energies are from the ωB97M-V functional and the def2-TZVPD basis.

ΔE to the lowest compared entry with this formula, charge and spin in kJ/mol: 388.9
HOMO in eV: -8.48
Largest force on an atom in eV Å⁻¹: 7.371
Kohn-Sham gap in eV: 8.62
Structure (SMILES): [H]/N=C/N(C)C=S

Geometry (Å):
H -2.3359 0.1741 1.6767
N -1.2081 0.4255 1.4050
C -1.1649 0.1305 0.0821
N 0.1733 0.1426 -0.2973
C 1.0290 -0.3014 0.8307
C 0.4264 0.1870 -1.5283
S -0.6019 0.2046 -2.7305
H -1.8741 0.0415 -0.6952
H 1.1346 0.1582 1.8435
H 0.8930 -1.5551 0.9269
H 2.1466 0.1458 0.4383
H 1.3819 0.2467 -1.9521

Atomic partial charges in e from the natural (NBO) method, atoms 1 to 6:
1 H 0.34
2 N -0.63
3 C 0.24
4 N -0.45
5 C -0.43
6 C -0.08

Here is one molecule with the formula C3H6N2S at a distorted geometry from the OMol25 dataset. Energies are from the ωB97M-V functional and the def2-TZVPD basis.

ΔE to the lowest compared entry with this formula, charge and spin in kJ/mol: 402.6
HOMO in eV: -8.53
Largest force on an atom in eV Å⁻¹: 5.115
Kohn-Sham gap in eV: 8.85
Structure (SMILES): N[C@@H]1CNC1=S

Geometry (Å):
N 1.5118 1.5733 -0.2508
C 0.8898 0.3858 0.3950
C 1.6048 -0.9703 -0.0973
N 0.2128 -1.5269 -0.0538
C -0.4918 -0.3569 0.2621
S -1.9957 0.3017 -0.0545
H 0.9168 2.2720 -1.0730
H 1.6582 2.1911 0.7557
H 1.1081 0.4873 1.4670
H 1.8374 -0.7068 -1.2924
H 2.5822 -1.5647 0.3585
H -0.2610 -2.1826 -0.5705

Atomic partial charges in e from the natural (NBO) method, atoms 1 to 6:
1 N -0.86
2 C -0.12
3 C -0.24
4 N -0.58
5 C 0.11
6 S -0.12

Here is one molecule with the formula C3H6N2S at a distorted geometry from the OMol25 dataset. Energies are from the ωB97M-V functional and the def2-TZVPD basis.

ΔE to the lowest compared entry with this formula, charge and spin in kJ/mol: 254.3
HOMO in eV: -8.52
Largest force on an atom in eV Å⁻¹: 5.087
Kohn-Sham gap in eV: 9.22
Structure (SMILES): NC(=S)N1CC1

Geometry (Å):
N 1.3996 1.3333 -0.1513
C 1.0527 0.0558 -0.3591
S 1.9762 -1.1323 0.0311
N -0.3368 -0.0952 -0.7576
C -1.0313 -1.2650 -0.1519
C -1.2038 0.1149 0.4124
H 2.3830 1.4541 0.0112
H 0.5896 2.1973 0.0178
H -0.2860 -2.0066 0.2399
H -1.7541 -1.8114 -0.7570
H -1.9953 0.6732 0.1405
H -0.7937 0.4818 1.3240

Atomic partial charges in e from the natural (NBO) method, atoms 1 to 6:
1 N -0.80
2 C 0.18
3 S -0.11
4 N -0.42
5 C -0.27
6 C -0.25

Here is one molecule with the formula C3H6N2S at a distorted geometry from the OMol25 dataset. Energies are from the ωB97M-V functional and the def2-TZVPD basis.

ΔE to the lowest compared entry with this formula, charge and spin in kJ/mol: 257.0
HOMO in eV: -8.13
Largest force on an atom in eV Å⁻¹: 4.678
Kohn-Sham gap in eV: 8.92
Structure (SMILES): C1=NNCCS1

Geometry (Å):
C -0.5140 1.3126 0.0731
N 0.7780 1.3625 0.0101
N 1.6969 0.3429 0.1045
C 1.1828 -1.0137 -0.2995
C -0.0956 -1.2646 0.4090
S -1.5580 -0.1391 -0.1108
H -1.0137 2.2687 0.0434
H 2.7297 0.5750 -0.0458
H 1.9401 -1.8577 -0.0453
H 0.9602 -1.2318 -1.4224
H 0.0593 -1.4103 1.4657
H -0.5114 -2.2621 -0.1198

Atomic partial charges in e from the natural (NBO) method, atoms 1 to 6:
1 C -0.14
2 N -0.25
3 N -0.46
4 C -0.27
5 C -0.50
6 S 0.17

Here is one molecule with the formula C3H6N2S at a distorted geometry from the OMol25 dataset. Energies are from the ωB97M-V functional and the def2-TZVPD basis.

ΔE to the lowest compared entry with this formula, charge and spin in kJ/mol: 414.2
HOMO in eV: -8.44
Largest force on an atom in eV Å⁻¹: 5.060
Kohn-Sham gap in eV: 9.25
Structure (SMILES): C=CS/C=N\N

Geometry (Å):
C -2.3353 0.4655 0.1388
C -1.0423 0.0362 0.0679
S -0.3461 -1.4466 -0.4367
C 1.1347 -1.1515 0.4911
N 1.9979 -0.1502 0.4967
N 1.8202 0.6776 -0.5155
H -3.3282 -0.2032 0.1787
H -2.5857 1.4788 0.5972
H -0.1929 0.7296 -0.0916
H 1.2420 -2.0653 1.0201
H 0.8880 0.6466 -1.1021
H 2.7477 0.9825 -0.8446

Atomic partial charges in e from the natural (NBO) method, atoms 1 to 6:
1 C -0.41
2 C -0.39
3 S 0.26
4 C -0.19
5 N -0.19
6 N -0.67

Here is a 2-piece molecular cluster, C3H6N2S overall at a distorted geometry from the OMol25 dataset. Energies are from the ωB97M-V functional and the def2-TZVPD basis.

ΔE to the lowest compared entry with this formula, charge and spin in kJ/mol: 540.4
HOMO (spin up / spin down) in eV: -9.11 / -9.11
Largest force on an atom in eV Å⁻¹: 5.596
Kohn-Sham gap (spin up / spin down) in eV: 6.56 / 6.56

Geometry (Å):
C 0.6653 0.8005 -1.5901
C -0.5753 -1.1359 0.5423
C 0.7644 -0.4003 0.7222
N 0.7150 1.8984 -1.8048
N -1.4737 -0.3640 -0.2529
S 0.8577 1.2177 1.4061
H -0.3349 -2.0407 0.0365
H -0.9725 -1.4741 1.5125
H 1.2825 -0.3098 -0.2623
H -1.8718 0.5219 0.1008
H -1.1158 -0.1280 -1.2003
H 2.0592 1.4143 0.7901

Atomic partial charges in e from the natural (NBO) method, atoms 1 to 6:
1 C -0.19
2 C -0.31
3 C -0.11
4 N -0.57
5 N -0.79
6 S 0.29

Question: What is the formula in the tenth record?
Answer: C3H6N2S

Question: Which formula does entry 4 have?
Answer: C3H6N2P2